Record 1
Entry from the OMol25 dataset: the molecule C3H5N5 in a non-equilibrium geometry (wB97M-V/def2-TZVPD).

Geometry as XYZ:
```
13
Properties=species:S:1:pos:R:3:forces:R:3
N 2.467 -0.815 0.005 -1.0 0.0 1.2
N -0.021 -0.742 -0.175 -3.1 -0.3 0.1
N 1.918 0.572 -0.004 -1.1 -2.7 0.3
N -0.156 1.597 0.056 -3.2 -0.2 -1.0
N -2.368 -1.217 0.057 -0.8 1.5 0.8
C -1.376 1.135 -0.003 -0.4 -0.6 1.4
C 0.618 0.471 -0.106 5.0 -0.8 0.6
C -1.394 -0.399 0.000 0.4 -0.2 -1.1
H 3.402 -0.739 0.383 0.1 0.2 -0.2
H 1.962 -1.528 0.683 1.0 2.3 -1.4
H 0.312 -1.718 -0.374 -0.4 2.0 0.2
H -2.408 1.632 0.116 2.1 -0.1 -0.3
H -3.244 -0.650 0.283 1.3 -1.1 -0.7
```
Forces are in eV/Å.

energy relative to the best compared isomer or geometry (same formula, charge and spin)	256.2	kJ/mol
charge	0
HOMO energy	-8.7	eV
total energy	-391.0208	hartree
structure (SMILES)	[H]/N=C1C=N/C(=N/N)N\1

Atom charges from the Löwdin analysis, given in e for atoms 1 to 5: N -0.05; N 0.12; N 0.06; N 0.15; N 0.12

Record 2
Entry from the OMol25 dataset: a structure of composition C25H24ClN6O4PSTi in a non-equilibrium geometry (wB97M-V/def2-TZVPD).

Geometry as XYZ:
```
63
Properties=species:S:1:pos:R:3:forces:R:3
Ti 0.498 -0.067 0.046 -0.8 -0.2 -1.5
Cl -0.741 -5.457 -1.166 0.0 0.1 0.0
S -1.268 -0.392 -3.068 0.0 0.1 -0.1
P -0.704 2.420 1.236 0.3 -0.6 0.2
O 0.691 1.355 -1.249 0.5 0.2 -0.2
O 2.366 0.420 0.417 0.3 0.3 -0.1
O 4.150 1.240 -0.689 0.1 0.0 0.0
O 2.236 2.524 -2.390 0.1 0.0 -0.1
N -3.497 -1.841 -3.117 0.1 0.1 0.1
N -1.892 -0.634 -0.153 -0.1 0.2 0.3
N -0.194 1.870 2.793 0.0 0.2 -0.2
N 0.249 -0.351 2.176 0.2 -0.2 0.5
N -2.706 -1.364 -1.046 0.2 0.0 0.0
N 0.888 -1.827 -0.836 0.0 -0.4 -0.1
C 2.062 -2.993 -2.598 0.0 -0.1 -0.2
C 1.923 1.748 -1.531 -0.2 0.0 0.4
C 2.831 4.415 0.841 0.0 0.0 0.0
C -4.576 3.642 1.559 0.1 0.0 0.0
C -3.422 2.940 1.234 0.0 0.0 0.0
C 0.541 3.666 0.832 0.0 0.1 0.0
C 0.290 0.618 3.092 0.0 0.0 0.4
C 1.290 -4.163 -2.433 0.1 0.2 0.0
C 1.845 3.552 1.302 0.1 0.0 0.0
C 0.234 4.641 -0.114 0.0 0.0 0.0
C -3.244 5.263 2.737 0.0 0.0 0.0
C 0.802 0.381 4.386 -0.2 0.1 -0.3
C 2.518 5.390 -0.093 0.0 0.0 0.0
C 0.115 -2.969 -0.692 0.1 0.3 0.0
C -4.484 4.800 2.313 0.0 0.0 0.0
C -2.094 4.566 2.405 0.0 0.0 0.0
C 1.241 -0.873 4.707 0.1 -0.2 0.1
C 0.671 -1.590 2.526 -0.1 0.0 0.2
C 2.967 1.098 -0.546 -0.3 0.0 0.2
C 1.850 -1.885 -1.840 -0.1 0.0 0.4
C 0.308 -4.087 -1.453 -0.2 -0.2 0.0
C -2.176 3.389 1.660 0.0 0.1 0.0
C -2.509 -1.216 -2.403 -0.2 -0.3 0.0
C 1.218 5.502 -0.569 0.1 0.0 0.0
C 1.161 -1.904 3.765 -0.1 0.1 -0.1
H -0.769 4.723 -0.517 0.0 0.0 0.0
H -0.047 2.551 3.525 0.0 0.0 0.0
H -2.190 0.341 -0.109 0.0 0.0 -0.1
H -5.380 5.353 2.565 0.0 0.0 0.0
H 2.116 2.764 1.994 0.0 0.0 0.0
H 3.847 4.298 1.192 0.0 0.0 0.0
H -2.047 -1.038 0.766 0.0 0.0 0.0
H 1.484 -2.911 3.978 0.0 0.0 0.0
H -0.680 -2.955 0.041 0.0 0.0 0.0
H -3.174 6.174 3.316 0.0 0.0 0.0
H 2.836 -2.951 -3.352 0.0 0.0 0.0
H -1.127 4.949 2.709 0.0 0.0 0.0
H 1.431 -5.053 -3.024 0.0 0.0 0.0
H -3.995 -2.605 -2.689 0.1 -0.1 0.0
H 0.841 1.197 5.094 0.0 0.0 0.0
H -3.498 2.041 0.635 0.0 0.0 0.0
H 3.292 6.046 -0.467 0.0 0.0 0.0
H 2.438 -0.994 -2.000 0.0 0.0 0.1
H 0.976 6.246 -1.316 0.0 0.0 0.0
H 0.594 -2.354 1.761 0.1 0.1 -0.1
H -3.303 -1.933 -4.100 0.0 0.0 0.0
H -5.538 3.287 1.215 0.0 0.0 0.0
H 1.648 -1.064 5.691 0.0 0.0 0.0
H -3.663 -1.475 -0.746 -0.1 0.1 0.0
```
Forces are in eV/Å.

multiplicity	3
energy relative to the best compared isomer or geometry (same formula, charge and spin)	138.6	kJ/mol
charge	0
expectation value of S²	2.027
HOMO energy (spin up / spin down)	-5.1 / -8.3	eV
total energy	-3645.8817	hartree

Atom charges from the Löwdin analysis, given in e for atoms 1 to 5: Ti 0.88; Cl 0.63; S 0.75; P 1.07; O -0.25

Record 3
Entry from the OMol25 dataset: a cluster of 5 separate species, C11H34N2O5 in total in a non-equilibrium geometry (wB97M-V/def2-TZVPD).

Geometry as XYZ:
```
52
Properties=species:S:1:pos:R:3:forces:R:3
O -0.293 -2.440 4.958 0.3 -0.1 0.0
O 0.250 -4.229 -1.714 -0.1 -0.3 0.4
O 0.160 0.613 1.447 -0.5 -0.8 -0.6
O 1.015 3.295 0.660 -0.4 0.3 -0.5
O -0.883 3.180 -3.024 -0.1 0.2 -0.1
N 0.125 0.274 -5.056 0.2 0.6 0.2
N 0.952 -2.269 1.511 -0.5 -0.2 -0.1
C -0.618 0.578 0.255 -0.1 0.6 -0.6
C -1.724 0.413 -3.402 1.1 0.5 0.7
C -0.431 4.521 -3.076 -0.1 -0.1 -0.9
C -0.013 2.286 -3.683 0.5 0.2 0.2
C 1.114 3.909 1.920 0.3 -0.5 0.7
C -0.029 -1.884 3.697 -0.3 0.7 -0.5
C -0.771 -3.239 -1.964 1.8 -0.8 -1.1
C -1.131 -1.614 5.729 -0.8 0.1 0.1
C -0.795 1.190 -4.355 -0.9 -1.8 -0.2
C 1.004 -2.696 2.930 -0.1 -0.1 -0.2
C 2.409 -2.503 3.464 -0.3 0.6 0.4
H -1.800 -2.214 6.351 0.3 -0.3 0.0
H -0.619 -2.830 -2.970 -0.2 0.1 0.1
H -0.401 -0.408 -5.587 0.0 0.0 0.0
H -1.504 1.562 -5.102 0.5 0.6 -0.1
H -0.350 4.805 -4.134 0.1 0.2 0.1
H -1.060 1.566 0.120 -0.3 -0.1 0.1
H 0.220 -2.831 1.079 -0.1 0.3 -0.1
H 0.632 2.745 -4.443 -0.4 0.4 -0.1
H 0.233 3.823 2.569 -0.2 -0.1 -0.4
H 0.557 4.661 -2.632 -0.1 -0.1 0.3
H 1.029 -4.120 -2.261 -0.1 0.3 -0.1
H -1.405 -0.181 0.235 -0.1 0.0 0.4
H -2.406 -0.232 -3.950 -0.4 0.3 0.1
H -0.031 0.412 -0.658 0.3 -0.1 0.2
H -0.588 -0.928 6.384 0.2 0.0 -0.2
H -2.161 1.164 -2.737 -0.7 -0.4 -0.2
H -0.963 -1.778 3.120 -0.1 -0.5 -0.1
H -1.810 -1.042 5.085 0.2 0.1 0.0
H 0.285 -0.828 3.738 0.4 -0.1 0.4
H 0.694 -3.746 2.971 0.2 -0.1 0.4
H 0.650 -0.231 -4.349 0.1 -0.1 -0.1
H -1.679 -3.836 -2.003 -0.4 0.7 0.6
H 1.785 -2.572 1.017 0.2 0.2 0.2
H 0.383 -0.333 1.559 0.6 0.2 0.2
H 0.707 1.930 -2.930 -0.1 -0.5 -0.1
H 1.929 3.439 2.486 0.1 0.3 0.0
H 0.696 2.389 0.758 0.3 0.1 0.4
H -1.189 5.160 -2.634 0.1 -0.1 0.3
H 2.435 -2.623 4.549 0.1 -0.6 -0.1
H 3.106 -3.151 2.937 0.2 -0.1 0.3
H -0.595 -2.426 -1.259 -1.0 -0.1 0.2
H 2.714 -1.458 3.347 0.0 0.0 -0.4
H -1.135 -0.245 -2.750 0.1 0.0 -0.1
H 1.301 4.974 1.798 0.2 0.0 -0.2
```
Forces are in eV/Å.

energy relative to the best compared isomer or geometry (same formula, charge and spin)	68.4	kJ/mol
charge	0
HOMO energy	-9.4	eV
total energy	-925.1029	hartree
structure (SMILES)	COC[C@H](C)N.COC[C@H](C)N.CO.CO.CO

Atom charges from the Löwdin analysis, given in e for atoms 1 to 5: O -0.16; O -0.15; O -0.15; O -0.13; O -0.20

Record 4
Entry from the OMol25 dataset: a structure of composition C25H29GeN3O3RuS (wB97M-V/def2-TZVPD).

Geometry as XYZ:
```
63
Properties=species:S:1:pos:R:3:forces:R:3
Ru -0.824 2.173 1.340 -0.4 0.3 -0.3
Ge 0.713 -0.737 0.684 -0.1 0.0 0.5
S -1.857 2.166 -0.958 -0.1 0.1 0.1
O -1.898 3.810 1.466 -0.1 0.1 0.1
O -2.086 5.996 1.820 0.0 0.0 0.0
O 0.232 0.658 1.756 0.3 -0.6 -0.4
N -0.277 2.814 3.669 0.1 0.0 0.1
N -0.440 1.165 -2.956 -0.4 -0.1 -0.1
N -2.278 -0.067 -2.346 0.0 -0.1 0.0
C 1.940 -1.851 1.672 0.0 0.0 0.0
C 3.222 -1.387 1.964 0.0 0.0 0.0
C -0.680 4.118 4.240 0.0 0.0 0.0
C 3.722 -3.439 3.107 0.0 0.0 0.0
C -1.114 -2.453 -0.846 0.1 -0.1 0.4
C 1.584 -0.013 -0.894 0.1 0.0 0.0
C -2.027 4.883 2.260 0.0 0.0 0.0
C -0.948 -1.677 0.301 0.0 -0.1 0.0
C -1.987 -1.631 1.231 -0.1 0.1 -0.1
C 1.806 1.349 -1.070 0.2 0.0 0.1
C -1.481 0.972 -2.159 0.3 0.1 -0.1
C -1.339 -0.401 -4.569 -0.1 0.1 0.0
C -3.171 -2.322 1.011 0.0 0.0 0.0
C -0.074 0.255 -4.041 -0.3 -0.1 -0.1
C 1.563 -3.122 2.102 0.0 0.0 0.0
C -2.054 4.561 3.741 0.0 0.0 0.0
C -2.291 -3.158 -1.063 0.0 -0.1 0.2
C 2.768 -0.426 -2.966 0.4 0.1 0.2
C -3.324 -3.085 -0.139 0.0 0.0 0.0
C 2.091 -0.897 -1.850 0.2 0.0 0.2
C 2.491 1.828 -2.181 0.1 0.0 0.1
C -2.086 -1.048 -3.414 0.0 0.1 -0.2
C 4.109 -2.175 2.680 0.0 0.0 0.0
C 2.452 -3.914 2.816 0.0 0.0 0.0
C 2.965 0.939 -3.135 0.1 -0.1 0.0
H -3.969 -2.279 1.742 0.0 0.0 0.0
H -1.526 -1.901 -3.027 -0.1 0.2 -0.3
H -1.968 0.349 -5.051 0.0 0.0 0.0
H 3.539 -0.406 1.623 0.0 0.0 0.0
H -3.069 -1.401 -3.723 0.0 0.0 0.0
H 0.422 0.840 -4.812 0.0 0.0 0.0
H -0.696 2.056 4.203 0.0 0.0 0.0
H 3.510 1.307 -3.994 0.0 0.0 0.0
H 0.725 2.677 3.767 0.0 0.0 0.0
H -4.241 -3.635 -0.306 0.0 0.0 0.0
H -2.400 -3.773 -1.947 0.0 0.0 0.0
H 1.984 -1.968 -1.716 0.0 0.0 0.0
H 3.159 -1.124 -3.695 0.0 0.0 0.0
H -0.695 4.068 5.331 0.0 0.0 0.0
H 4.415 -4.056 3.664 0.0 0.0 0.0
H 0.634 -0.490 -3.668 -0.4 0.2 -0.2
H -1.086 -1.156 -5.310 0.0 0.0 0.0
H -2.798 3.786 3.940 0.0 0.0 0.0
H 0.162 1.943 -2.734 -0.1 -0.1 -0.1
H -1.871 -1.053 2.142 0.0 0.0 0.0
H 0.071 4.858 3.961 0.0 0.0 0.0
H 2.671 2.890 -2.290 0.0 0.0 0.0
H 2.153 -4.900 3.145 0.0 0.0 0.0
H 1.453 2.061 -0.329 0.1 0.0 0.0
H 0.571 -3.501 1.880 0.0 0.0 0.0
H -2.348 5.464 4.271 0.0 0.0 0.0
H -0.311 -2.526 -1.573 0.0 0.0 0.1
H -3.011 -0.206 -1.668 0.0 0.0 0.0
H 5.102 -1.808 2.903 0.0 0.0 0.0
```
Forces are in eV/Å.

multiplicity	6
energy relative to the best compared isomer or geometry (same formula, charge and spin)	169.4	kJ/mol
charge	+1
expectation value of S²	8.765
HOMO energy (spin up / spin down)	-10.6 / -11.8	eV
total energy	-3929.7964	hartree

Atom charges from the Löwdin analysis, given in e for atoms 1 to 5: Ru 1.39; Ge 0.89; S 0.67; O -0.34; O 0.12

What is the formula in the fourth record?
C25H29GeN3O3RuS